1.
Computed, not measured: a molecular structure, C37H78Br2N9O24 in a non-equilibrium geometry, with ωB97M-V/def2-TZVPD.

Energy above the lowest of the compared OMol25 structures with the same formula, charge and spin (kcal/mol): 1330.0
Electronic energy (eV): -242183.283
Max |F| (eV/Å): 14.9
Net charge: -1

```
150
C37H78Br2N9O24 ωB97M-V/def2-TZVPD
C 2.1331 1.2840 -0.6599
C 1.0845 0.5413 0.2673
C -0.0504 1.5230 0.6546
C -1.2529 0.8653 1.2203
C -1.8560 -0.0726 0.1722
C -0.9044 -1.2019 -0.3374
N 0.4615 -0.5677 -0.6866
O 1.4023 -1.3597 -1.3469
C -1.5240 -1.8929 -1.5884
C -0.8081 -2.2081 0.7566
C 1.8437 -0.0635 1.4935
H 2.5264 2.0834 -0.0319
H 1.7021 1.8183 -1.5065
H 2.9512 0.6876 -1.0639
H -0.2429 2.0530 -0.2782
H 0.3586 2.2897 1.3127
H -2.0218 1.5959 1.4715
H -1.0225 0.3996 2.1785
H -1.9600 0.5967 -0.6818
H -2.8159 -0.4989 0.4639
H -1.7176 -1.1596 -2.3713
H -2.4669 -2.3629 -1.3090
H -0.9180 -2.6400 -2.1011
H -1.7843 -2.6184 1.0149
H -0.4842 -1.8334 1.7276
H -0.1469 -3.0401 0.5144
H 1.1030 -0.5523 2.1263
H 2.3083 0.7371 2.0690
H 2.7158 -0.6739 1.2592
C -2.0287 0.9438 -2.9886
C -2.5706 1.5662 -4.0813
C -1.6975 2.4602 -4.8976
O -2.0867 2.9427 -6.0721
C -0.3942 2.7166 -4.5241
C 0.2000 2.1984 -3.3437
C -0.7036 1.1898 -2.5448
O -0.1712 0.6166 -1.5379
O 1.3326 2.4661 -2.9124
O -3.8518 1.4103 -4.2602
H -2.6621 0.3649 -2.3328
H 0.2496 3.3661 -5.0986
C 0.4681 4.4377 2.3670
N -0.0627 3.0314 2.3851
O -1.3317 2.9583 2.1005
O 0.6775 2.2043 2.8296
H -0.2549 5.0236 2.9345
H 0.3894 4.7108 1.3147
H 1.4433 4.5292 2.8451
C 2.2469 -1.5823 5.0078
N 2.4026 -0.5868 3.8975
O 3.0222 0.4396 4.1948
O 1.8978 -0.7922 2.8087
H 3.1942 -1.6907 5.5360
H 2.0168 -2.5528 4.5681
H 1.5138 -1.2087 5.7227
C -0.0012 0.8524 4.6139
N -1.2177 0.0980 4.3547
O -1.2705 -0.4978 3.2484
O -2.1078 0.0675 5.1588
H -0.0107 1.2815 5.6158
H 0.1753 1.6567 3.8997
H 0.8721 0.2096 4.7243
C -1.8510 3.2562 -0.3399
N -2.9718 2.3368 -0.6266
O -3.7031 2.6784 -1.5277
O -3.1942 1.3829 0.1087
H -2.3834 4.1839 -0.1300
H -1.3591 3.3270 -1.3101
H -1.2998 2.9181 0.5375
C 0.8911 -3.6370 -4.2429
N 0.2431 -2.9537 -3.0925
O 0.6862 -1.8322 -2.8189
O -0.6542 -3.5445 -2.4910
H 0.1134 -4.1045 -4.8468
H 1.4572 -4.4354 -3.7632
H 1.3923 -2.8885 -4.8567
C -4.5068 0.5362 -1.7499
N -4.4312 -0.9113 -1.5850
O -5.3981 -1.4805 -1.2120
O -3.3922 -1.4558 -1.9320
H -5.4486 0.7467 -2.2568
H -3.5946 0.8332 -2.2674
H -4.4377 0.9143 -0.7300
C 1.5091 -0.0244 -3.5933
N 2.5404 -1.1033 -3.4353
O 2.7080 -1.8689 -4.3612
O 3.2256 -1.0062 -2.4446
H 0.6157 -0.5963 -3.8442
H 1.8145 0.7628 -4.2825
H 1.3130 0.4224 -2.6187
C -2.1600 -1.1905 -3.9147
N -2.2475 -2.3705 -4.8309
O -3.2501 -3.0764 -4.6824
O -1.2537 -2.6010 -5.5289
H -1.5844 -0.4285 -4.4402
H -1.5634 -1.6279 -3.1142
H -3.1808 -0.8587 -3.7250
Br 4.0241 4.9042 -2.4499
C 2.8017 3.4345 -1.7413
C 1.4026 4.0115 -1.4190
Br 1.4010 5.1088 0.2365
H 3.3356 2.8906 -0.9620
H 2.7219 2.7377 -2.5756
H 0.7423 3.1593 -1.2584
H 1.0818 4.6534 -2.2395
C -2.6785 -2.0926 4.2209
C -3.1575 -2.1885 2.7521
O -4.4325 -1.5222 2.6589
C -5.0807 -1.6213 1.3857
C -6.4941 -0.9817 1.4216
H -2.5511 -1.0592 4.5436
H -3.4913 -2.4058 4.8762
H -1.8189 -2.7250 4.4429
H -2.5350 -1.6308 2.0524
H -3.4014 -3.2216 2.5046
H -4.5096 -1.0875 0.6260
H -5.1996 -2.6748 1.1326
H -6.9604 -1.0972 0.4432
H -6.4048 0.0841 1.6318
H -7.2124 -1.4059 2.1233
C -0.4479 -3.0071 3.9573
C 0.5731 -3.8870 3.2565
O 1.2053 -3.2224 2.1992
C 2.4711 -3.7709 1.7967
C 2.9205 -3.0914 0.4889
H -0.6418 -3.3707 4.9665
H -0.0664 -1.9914 4.0617
H -1.4173 -3.0450 3.4605
H 1.3723 -4.2475 3.9043
H 0.0430 -4.7692 2.8977
H 3.2757 -3.6211 2.5166
H 2.4013 -4.8385 1.5883
H 3.7610 -3.6491 0.0757
H 3.1124 -2.0297 0.6436
H 2.1555 -3.1402 -0.2860
C 4.5937 3.8187 0.9354
C 5.1529 3.1073 -0.2282
O 4.5819 1.8586 -0.2639
C 5.5041 0.8616 -0.7262
C 4.6812 -0.3794 -1.1572
H 3.5364 3.9985 0.7407
H 4.5861 3.1984 1.8317
H 5.1511 4.7189 1.1943
H 5.0064 3.6403 -1.1677
H 6.2229 2.9419 -0.1021
H 5.9702 1.2256 -1.6417
H 6.1599 0.5851 0.0993
H 5.4290 -0.9229 -1.7348
H 3.8118 -0.2145 -1.7936
H 4.3743 -0.8902 -0.2445
```

***

2.
Computed, not measured: a molecular structure, C2H5N5 in a non-equilibrium geometry, with ωB97M-V/def2-TZVPD.

Energy above the lowest of the compared OMol25 structures with the same formula, charge and spin (kcal/mol): 144.0
Electronic energy (eV): -9599.778
Max |F| (eV/Å): 8.6
Net charge: 0

```
12
C2H5N5 ωB97M-V/def2-TZVPD
C 0.0999 -0.2225 -0.0899
C -0.3129 1.0181 -0.2036
H 2.5317 1.4367 -0.1599
H 2.4569 0.2932 1.3622
H 1.7824 -1.5772 -0.7817
H 0.2018 2.0267 -0.4905
H -2.2579 1.5269 0.4296
N 2.6387 0.1618 0.2346
N 1.4319 -0.4580 -0.2525
N -1.6900 0.7464 0.0018
N -2.0270 -0.5007 0.1584
N -0.8446 -1.1610 0.0579
```

***

3.
Computed, not measured: a single C3H7N3O3 molecule in a non-equilibrium geometry, with ωB97M-V/def2-TZVPD.

Energy above the lowest of the compared OMol25 structures with the same formula, charge and spin (kcal/mol): 134.7
Structure (SMILES): CCON(N=O)C(N)=O
Electronic energy (eV): -13832.776
Max |F| (eV/Å): 3.3
Net charge: 0

```
16
C3H7N3O3 ωB97M-V/def2-TZVPD
C -1.7461 -1.1008 0.5984
C -1.2991 0.1544 -0.1810
O -0.0729 -0.1195 -0.9713
N 1.0801 -0.3018 -0.2434
N 1.6983 -1.5623 -0.0179
O 1.2212 -2.5555 -0.4848
C 1.7311 0.8999 0.1794
N 1.0885 2.0036 -0.3002
O 2.6754 0.8794 0.9298
H -1.8193 -1.9773 -0.1108
H -1.0148 -1.4715 1.4138
H -2.8188 -1.0887 1.0744
H -0.9535 0.9869 0.3392
H -1.8660 0.3984 -1.0887
H 0.3711 1.9888 -1.1026
H 1.7246 2.8660 -0.0344
```

***

Result set for HOMO energy: -4.73; -8.38; -9.62 eV, one per record in the order listed.
Result set for orbital gap: 4.9; 9.0; 10.0 eV, one per record in the order listed.